[1]
C24H63GaN2O8PS9 as an isolated structure at a distorted geometry. Source: the OMol25 dataset; level of theory: the ωB97M-V functional and the def2-TZVPD basis.

Output
maximum force	6.00	eV Å⁻¹
total charge	-1
LUMO energy	1.448	eV
frontier orbital gap	4.99	eV
M	897.1	u
E_HOMO	-0.1303	Ha

Last column: Löwdin charge in e.
CARTESIAN COORDINATES (ANGSTROEM)
1 C 7.82942 -2.71928 -0.78404  -0.124
2 C 8.04633 -1.12702 -0.67695  -0.456
3 C 9.64764 -0.88129 -0.65461  -0.118
4 C 7.39516 -0.64906 0.74135  -0.280
5 Ga 5.50018 0.13222 0.33091  0.237
6 C 4.18010 -0.12395 1.89310  -0.330
7 C 3.59489 -1.63022 2.04834  -0.272
8 C 2.61853 -1.91268 0.76899  -0.262
9 C 3.35494 -2.67938 -0.42928  -0.512
10 S 2.68733 -2.35514 -2.12746  0.855
11 C 1.52691 -0.93736 -2.14385  -0.529
12 N 1.57061 0.32747 -2.82663  0.028
13 N 0.45023 0.98608 -2.42308  -0.023
14 C -0.28737 0.16024 -1.51285  -0.081
15 O 0.36262 -1.09802 -1.31240  -0.072
16 P 5.79549 2.46202 -0.09852  0.069
17 S 5.17138 2.85192 -1.91160  -0.140
18 H 8.45401 -3.23246 0.02003  0.046
19 H 8.11004 -3.07258 -1.83109  0.073
20 H 6.72162 -2.92237 -0.53005  0.066
21 H 7.53157 -0.62475 -1.56688  0.103
22 H 10.14284 -1.89979 -0.44967  0.058
23 H 10.01517 -0.48737 -1.65968  0.062
24 H 9.94537 -0.20136 0.22628  0.065
25 H 8.02811 0.26535 1.06289  0.031
26 H 7.38023 -1.47558 1.52712  0.018
27 H 5.03441 -0.51392 -1.06077  -0.025
28 H 4.73921 0.12883 2.85706  0.038
29 H 3.32200 0.63903 1.77521  0.048
30 H 4.40658 -2.42158 2.16500  0.098
31 H 2.88478 -1.58085 2.96142  0.093
32 H 2.17247 -0.90156 0.50105  0.092
33 H 1.77264 -2.61216 1.13424  0.108
34 H 4.49740 -2.53140 -0.35518  0.031
35 H 3.19932 -3.80929 -0.23401  0.081
36 H -1.25183 0.36317 -0.95323  0.080
37 H 7.22583 2.70710 0.02136  -0.093
38 H 5.18705 3.28554 0.91962  -0.099
39 C 10.04854 -4.68920 3.24372  -0.272
40 S 8.28402 -4.68850 2.85742  0.814
41 O 7.90375 -3.28858 2.50821  -0.548
42 C 7.72485 -4.99573 4.54748  -0.275
43 H 10.60205 -4.47558 2.32854  0.049
44 H 10.26733 -3.92091 3.98755  0.057
45 H 10.33861 -5.67168 3.62093  0.047
46 H 8.09008 -4.20841 5.20943  0.056
47 H 8.09163 -5.96816 4.88157  0.047
48 H 6.63438 -4.99873 4.55492  0.049
49 C -4.89034 0.92332 0.53959  -0.263
50 S -3.21326 1.58478 0.61053  0.807
51 O -2.81422 1.64005 2.05032  -0.551
52 C -3.65181 3.26200 0.10573  -0.263
53 H -4.86413 -0.12072 0.85659  0.016
54 H -5.54234 1.48838 1.20814  0.060
55 H -5.26207 0.98089 -0.48549  0.055
56 H -4.38158 3.68074 0.80116  0.053
57 H -4.06357 3.24186 -0.90480  0.053
58 H -2.74866 3.87336 0.11580  0.051
59 C -0.31184 1.54751 -6.20523  -0.269
60 S -1.32241 2.53443 -5.08292  0.790
61 O -2.74986 2.37855 -5.50837  -0.586
62 C -0.75086 4.13883 -5.68412  -0.270
63 H -0.53373 0.49353 -6.03361  0.051
64 H -0.54596 1.80364 -7.24028  0.041
65 H 0.74446 1.73190 -6.00233  0.046
66 H -0.95729 4.23164 -6.75235  0.045
67 H 0.32021 4.23622 -5.49830  0.059
68 H -1.28443 4.92072 -5.14238  0.043
69 C -4.51581 -0.29918 4.60811  -0.254
70 S -4.97563 -1.81221 3.73891  0.828
71 O -5.58734 -1.41060 2.43366  -0.573
72 C -6.32432 -2.26320 4.85165  -0.268
73 H -3.70219 0.18017 4.06026  0.034
74 H -5.37114 0.37746 4.65415  0.030
75 H -4.17707 -0.54745 5.61578  0.053
76 H -7.06488 -1.46137 4.88263  0.029
77 H -5.92536 -2.44583 5.85110  0.050
78 H -6.79152 -3.17494 4.47664  0.046
79 C -9.00362 1.70426 6.98353  -0.260
80 S -8.78830 1.78989 5.19279  0.807
81 O -7.68399 0.85228 4.82758  -0.550
82 C -8.10808 3.46315 5.16989  -0.264
83 H -9.38902 0.71615 7.23761  0.053
84 H -8.04487 1.85910 7.48204  0.057
85 H -9.71966 2.46432 7.30086  0.051
86 H -7.20571 3.50751 5.78265  0.058
87 H -8.85406 4.16434 5.54821  0.051
88 H -7.85960 3.72063 4.13975  0.050
89 C -10.08365 -1.27916 1.21240  -0.259
90 S -10.54389 0.12089 2.25478  0.790
91 O -10.72266 -0.39634 3.64527  -0.573
92 C -12.19007 0.34721 1.54627  -0.275
93 H -9.08939 -1.61718 1.50817  0.052
94 H -10.79851 -2.09327 1.34546  0.057
95 H -10.06250 -0.96393 0.16772  0.053
96 H -12.77280 -0.56901 1.65778  0.055
97 H -12.09920 0.60869 0.49052  0.050
98 H -12.68639 1.15957 2.07833  0.047
99 C 3.21599 1.35625 -10.34970  -0.275
100 S 2.76906 2.75562 -9.29902  0.810
101 O 2.59228 2.23453 -7.91201  -0.543
102 C 1.12191 2.99486 -10.00130  -0.277
103 H 4.20845 1.00995 -10.05921  0.051
104 H 2.49624 0.54639 -10.21756  0.057
105 H 3.23549 1.67582 -11.39325  0.048
106 H 0.53390 2.08171 -9.89153  0.054
107 H 1.21072 3.26021 -11.05636  0.048
108 H 0.63241 3.80806 -9.46416  0.044

***

[2]
C37H21BrIrO8S6 as an isolated structure. Source: the OMol25 dataset; level of theory: the ωB97M-V functional and the def2-TZVPD basis.

Output
maximum force	0.80	eV Å⁻¹
total charge	-2
LUMO energy (spin up / spin down)	3.663 / 2.558	eV
frontier orbital gap (spin up / spin down)	5.47 / 4.36	eV
M	1058.1	u
E_HOMO (spin up / spin down)	-0.0665 / -0.0661	Ha
multiplicity	2

Last column: Löwdin charge in e.
CARTESIAN COORDINATES (ANGSTROEM)
1 Ir 0.21255 -0.26635 -0.32152  1.009
2 O -2.34296 1.55079 5.51286  0.080
3 C -1.93968 1.45886 4.37407  -0.283
4 C -2.52590 2.12981 3.15550  -0.295
5 O -3.47346 2.89582 3.14548  0.066
6 C -1.68777 1.73022 2.00290  -0.354
7 C -0.67754 0.83409 2.45979  -0.319
8 O 0.24696 0.28268 1.75040  -0.249
9 C -0.73462 0.67533 3.90945  -0.317
10 O 0.03410 0.05744 4.62988  0.052
11 O -1.82526 2.16844 0.82819  -0.090
12 S 5.77375 -4.79078 -0.02362  0.465
13 C 4.51346 -3.72595 -0.06367  -1.528
14 S 2.90807 -4.14596 0.40795  0.912
15 C 2.15839 -2.59555 0.10707  -1.053
16 C 3.00117 -1.61366 -0.36584  -1.068
17 S 2.44148 -0.04255 -0.65539  0.737
18 S 4.66321 -2.09652 -0.60082  0.905
19 S 0.52198 -2.31818 0.43790  0.774
20 O 0.52063 1.98840 -0.66253  -0.668
21 S 0.52067 2.87611 0.58269  1.103
22 C 2.21488 3.50343 0.53100  -0.337
23 C 2.79213 3.86534 1.73722  -0.072
24 C 4.10888 4.30764 1.76217  -0.087
25 C 4.84021 4.36816 0.58597  -0.098
26 C 4.25714 3.98842 -0.61833  -0.078
27 C 2.94347 3.55110 -0.64923  -0.074
28 C -0.26206 4.38729 0.03284  -0.335
29 C -0.55206 4.54729 -1.30828  -0.057
30 C -1.20204 5.70217 -1.72106  -0.075
31 C -1.55756 6.67165 -0.79445  -0.096
32 C -1.26318 6.49074 0.55150  -0.080
33 C -0.61473 5.34156 0.97273  -0.059
34 H 2.21944 3.78106 2.65430  0.115
35 H 4.56700 4.58136 2.70430  0.099
36 H 5.87356 4.69218 0.60772  0.094
37 H 4.83379 4.02154 -1.53445  0.101
38 H 2.48285 3.22442 -1.57320  0.101
39 H -0.28704 3.75932 -2.00284  0.100
40 H -1.44530 5.83612 -2.76828  0.100
41 H -2.08620 7.56044 -1.11662  0.094
42 H -1.56482 7.23339 1.27923  0.100
43 H -0.41555 5.17279 2.02444  0.119
44 Br -4.02285 -2.58692 -3.10072  0.799
45 C -3.33327 -0.81329 -3.19034  -0.582
46 C -3.32432 -0.22606 -4.44593  -0.150
47 C -2.84803 1.06639 -4.59584  -0.098
48 C -2.38507 1.75906 -3.48738  -0.076
49 C -2.37045 1.15146 -2.24146  -0.017
50 C -2.83685 -0.15116 -2.07293  -0.165
51 C -2.84881 -0.74300 -0.67841  -0.605
52 O -3.86026 -1.30343 -0.29038  0.025
53 O -1.78376 -0.61699 0.04184  -0.206
54 H -3.69318 -0.78348 -5.29659  0.091
55 H -2.84370 1.52612 -5.57702  0.098
56 H -2.02053 2.77230 -3.59603  0.095
57 H -2.01352 1.68001 -1.36273  0.095
58 C 0.77057 1.42531 -5.82716  -0.109
59 C 1.12178 1.92246 -4.55609  -0.095
60 C 0.89425 1.17618 -3.43296  -0.069
61 C 0.30056 -0.11288 -3.48099  -0.164
62 C 0.01124 -0.88648 -2.29269  -0.252
63 C -0.54655 -2.13117 -2.51685  -0.165
64 C -0.83509 -2.63980 -3.80024  -0.143
65 C -0.58615 -1.90130 -4.91383  -0.071
66 C -0.01819 -0.61453 -4.77410  -0.184
67 C 0.22107 0.18083 -5.92431  -0.062
68 H 0.93856 2.02421 -6.71527  0.088
69 H 1.57105 2.90595 -4.46631  0.092
70 H 1.16149 1.58455 -2.47496  0.033
71 H -0.81969 -2.75386 -1.67668  0.057
72 H -1.29400 -3.61813 -3.88424  0.081
73 H -0.82308 -2.27265 -5.90536  0.105
74 H -0.04555 -0.22989 -6.89298  0.102

***

[3]
C3H3LiMgO4 as an isolated structure at a distorted geometry. Source: the OMol25 dataset; level of theory: the ωB97M-V functional and the def2-TZVPD basis.

Output
maximum force	2.89	eV Å⁻¹
total charge	+2
LUMO energy	-11.274	eV
frontier orbital gap	7.41	eV
M	134.3	u
E_HOMO	-0.6867	Ha

Last column: Löwdin charge in e.
CARTESIAN COORDINATES (ANGSTROEM)
1 C -2.13597 0.81964 0.44944  -0.137
2 C -1.45155 0.81941 -0.88731  -0.080
3 O -0.06719 0.50104 -0.85853  -0.110
4 C 0.38802 -0.81872 -0.69195  -0.696
5 O -0.16163 -1.67866 -0.02726  0.074
6 O 1.37400 -0.99549 -1.44427  0.020
7 O -1.67566 0.34865 1.46635  0.022
8 H -3.10501 1.35602 0.45536  0.168
9 H -1.54086 1.82127 -1.32555  0.159
10 H -2.01196 0.12855 -1.53974  0.178
11 Mg 1.75435 0.97876 -1.81582  1.557
12 Li -0.88417 -1.39877 1.69835  0.844

***

[4]
C3H3ClF2 as an isolated structure at a distorted geometry. Source: the OMol25 dataset; level of theory: the ωB97M-V functional and the def2-TZVPD basis.

Output
maximum force	9.40	eV Å⁻¹
LUMO energy	-0.242	eV
frontier orbital gap	9.67	eV
M	112.5	u
E_HOMO	-0.3643	Ha

Last column: Löwdin charge in e.
CARTESIAN COORDINATES (ANGSTROEM)
1 C -1.33301 -0.04732 0.33500  0.007
2 C -0.07014 -0.56762 -0.26874  -0.152
3 C 0.92277 0.25279 0.10331  -0.822
4 H -1.69012 0.97931 1.13737  0.230
5 H -0.05144 -1.24895 -1.14844  0.130
6 H 1.00437 0.54013 1.12257  0.099
7 F -2.30934 -0.58174 -0.50964  -0.073
8 F 1.09912 1.40772 -0.60004  -0.025
9 Cl 2.42778 -0.73432 -0.17141  0.605